{
  "formula": "C33H38BaCl2N9O",
  "method": "ωB97M-V with the def2-TZVPD basis set",
  "symbols": ["Ba", "Cl", "Cl", "O", "N", "N", "N", "N", "N", "N", "N", "N", "N", "C", "C", "C", "C", "C", "C", "C", "C", "C", "C", "C", "C", "C", "C", "C", "C", "C", "C", "C", "C", "C", "C", "C", "C", "C", "C", "C", "C", "C", "C", "C", "C", "C", "H", "H", "H", "H", "H", "H", "H", "H", "H", "H", "H", "H", "H", "H", "H", "H", "H", "H", "H", "H", "H", "H", "H", "H", "H", "H", "H", "H", "H", "H", "H", "H", "H", "H", "H", "H", "H", "H"],
  "xyz": [[-0.398, 0.097, 1.041], [4.150, 3.694, -1.039], [-6.665, 4.131, 0.144], [-1.946, 1.373, 2.225], [-0.925, -2.723, 1.432], [-0.743, 2.397, -2.464], [1.492, 2.413, 1.582], [0.060, 0.468, -1.508], [2.067, -0.939, 0.609], [-2.879, -0.935, 0.512], [3.118, -1.075, 2.694], [-0.544, 0.672, -3.865], [4.166, -2.063, 0.996], [-3.932, 1.266, 0.881], [1.898, -1.195, -0.845], [1.673, 4.771, 1.892], [2.984, 3.681, 0.241], [-0.955, 1.819, -4.677], [-5.065, 1.976, 0.443], [-0.737, -5.317, 0.437], [-0.355, 1.086, -2.563], [0.469, -0.954, -1.474], [4.201, -1.817, 3.311], [-1.024, 2.996, -1.180], [0.303, -0.311, -4.525], [3.046, -1.340, 1.335], [-3.001, 1.948, 1.743], [4.730, -2.103, -0.343], [-3.773, -4.088, -1.302], [-3.272, 3.295, 2.077], [1.131, 3.534, 2.205], [-3.827, -2.762, -0.821], [0.184, -4.853, 1.327], [2.621, 4.852, 0.884], [-3.895, -0.153, 0.491], [-1.851, -3.163, 0.524], [0.029, -3.535, 1.804], [-2.781, -4.929, -0.899], [5.079, -2.180, 2.123], [-1.499, 2.788, -3.639], [-1.797, -4.478, 0.015], [2.408, 2.479, 0.621], [2.099, -0.583, 3.601], [-5.267, 3.296, 0.756], [-2.908, -2.289, 0.080], [-4.368, 3.963, 1.587], [-2.576, 2.644, -3.487], [-0.085, -1.324, -4.425], [-2.725, -5.944, -1.270], [-0.092, 2.242, -5.203], [1.331, -0.275, -4.156], [3.823, -2.706, 3.832], [0.729, -3.156, 2.544], [2.668, 1.553, 0.121], [5.486, -3.189, 2.193], [-4.525, -4.422, -2.004], [4.293, -2.892, -0.953], [-0.119, 3.057, -0.577], [4.624, -1.145, -0.852], [-4.876, -0.532, 0.183], [2.481, 0.274, 4.158], [-4.599, -2.106, -1.199], [5.913, -1.478, 2.016], [3.065, 5.795, 0.600], [1.821, -1.369, 4.312], [-0.280, -1.563, -0.931], [4.732, -1.202, 4.038], [-1.319, 3.830, -3.895], [-4.552, 4.995, 1.853], [1.182, -0.254, 3.124], [-5.803, 1.470, -0.169], [-1.798, 2.446, -0.629], [-1.399, 4.005, -1.339], [-1.703, 1.525, -5.410], [-0.682, -6.325, 0.043], [-2.579, 3.784, 2.748], [0.328, -0.079, -5.588], [1.351, 5.655, 2.424], [0.368, 3.431, 2.968], [5.796, -2.306, -0.253], [2.141, -2.237, -1.073], [2.578, -0.561, -1.421], [1.001, -5.467, 1.678], [0.498, -1.386, -2.469]],
  "atomic_forces_ev_per_a": [[0.3, 0.2, 0.6], [0.0, 0.0, 0.0], [0.0, 0.0, 0.0], [-0.7, 0.6, 0.4], [-0.2, 0.3, -0.3], [0.0, 0.0, 0.0], [-0.1, -0.3, 0.0], [0.5, -0.8, 0.1], [-0.7, 0.3, -0.7], [0.4, -0.1, 0.1], [0.0, 0.0, -0.1], [0.1, 0.0, 0.0], [-0.1, -0.2, -0.1], [0.0, -0.1, 0.2], [0.1, -0.1, 0.2], [0.0, -0.1, 0.0], [0.1, 0.0, -0.1], [0.0, 0.0, 0.0], [-0.1, 0.0, -0.1], [0.0, 0.0, 0.0], [-0.1, 0.1, 0.0], [0.5, 0.3, 0.0], [0.1, 0.0, 0.0], [-0.1, 0.0, 0.0], [0.0, 0.0, 0.0], [0.0, 0.0, 0.2], [0.1, -0.6, 0.0], [0.1, 0.1, 0.0], [0.0, 0.1, 0.0], [-0.2, 0.1, -0.2], [0.0, 0.1, 0.0], [0.1, -0.2, -0.1], [-0.1, 0.1, 0.0], [0.0, 0.0, 0.0], [-0.1, 0.2, 0.3], [-0.2, 0.0, 0.1], [0.1, -0.1, 0.1], [0.1, 0.0, 0.0], [0.1, 0.0, 0.0], [-0.1, 0.0, 0.0], [-0.1, -0.1, -0.1], [0.0, 0.2, 0.0], [0.0, -0.1, -0.2], [-0.1, -0.1, -0.1], [-0.1, 0.5, 0.1], [0.1, 0.0, 0.1], [0.0, 0.0, 0.0], [0.0, 0.0, 0.0], [0.0, 0.0, 0.0], [0.0, 0.0, 0.0], [0.0, 0.0, 0.0], [0.0, 0.0, 0.0], [0.0, 0.1, -0.1], [0.0, 0.0, 0.0], [0.0, 0.0, 0.0], [0.0, 0.0, 0.0], [0.0, 0.0, 0.0], [0.0, 0.0, 0.0], [0.0, 0.0, 0.0], [0.0, 0.0, -0.1], [0.0, 0.0, 0.0], [0.0, 0.0, 0.0], [0.0, 0.0, 0.0], [0.0, 0.0, 0.0], [0.0, 0.0, 0.0], [0.2, 0.1, -0.2], [0.0, 0.0, 0.0], [0.0, 0.0, 0.0], [0.0, 0.0, 0.0], [0.3, 0.0, -0.2], [0.0, 0.0, 0.0], [0.0, 0.0, 0.0], [0.1, 0.0, 0.0], [0.0, 0.0, 0.0], [0.0, 0.0, 0.0], [0.0, 0.0, 0.0], [0.0, 0.0, 0.0], [0.0, 0.0, 0.0], [0.0, 0.0, 0.0], [0.0, 0.0, 0.0], [0.0, 0.0, -0.1], [0.0, 0.0, -0.1], [0.0, 0.0, 0.0], [0.1, -0.2, 0.1]],
  "mulliken_charge": [1.87, -0.22, -0.23, -1.16, -0.24, 0.15, 0.13, 0.36, 0.74, 0.38, 0.22, 0.08, 0.13, 0.89, -0.55, -0.58, 0.18, -0.79, -1.07, -0.70, -0.39, -1.26, -0.63, -0.66, -1.10, -0.59, 0.62, -1.05, -1.01, -0.52, -0.48, -0.58, -0.91, -0.34, -0.75, -0.15, -0.10, -0.89, -0.79, -0.59, 1.24, -0.22, -0.70, 0.06, 0.41, -0.59, 0.30, 0.30, 0.42, 0.41, 0.37, 0.34, 0.45, 0.26, 0.37, 0.41, 0.28, 0.00, 0.34, 0.38, 0.27, 0.41, 0.41, 0.47, 0.36, -0.21, 0.39, 0.39, 0.44, 0.02, 0.39, 0.26, 0.39, 0.39, 0.44, 0.42, 0.47, 0.44, 0.42, 0.48, 0.58, 0.39, 0.44, 0.31],
  "energy_ha": -2794.1588,
  "charge": 1,
  "spin_multiplicity": 1
}